(1)
Density functional theory data (ωB97M-V/def2-TZVPD) for C25H30N2O7 in the gas phase.

Summary:
Multiplicity: 1
HOMO level, eV: -7.946
Gap between HOMO and LUMO, eV: 8.502
Energy above the lowest of the compared OMol25 structures with the same formula, charge and spin, kcal/mol: 0.0
SMILES string: CCOC(=O)C1=C(C)NC(C)=C(C(=O)OCC)C1C(=O)OCC(=O)N1c2ccccc2C[C@H]1C

```
64
Properties=species:S:1:pos:R:3:forces:R:3:lowdin_charge:R:1
C -3.298 -2.090 2.259 0.1 0.3 0.0 -0.056
C -3.591 -0.628 2.563 -0.4 -0.4 0.0 -0.197
H -4.548 -0.327 2.121 0.1 0.0 0.2 0.123
H -3.606 -0.445 3.639 0.0 0.0 -0.1 0.124
O -2.562 0.229 2.072 0.2 0.3 0.0 -0.001
C -2.512 0.431 0.756 -0.3 0.1 -0.4 -0.440
O -3.349 0.005 -0.015 -0.1 -0.1 0.2 0.075
C -1.336 1.228 0.365 0.4 0.1 0.1 -0.013
C -1.301 1.982 -0.751 -0.3 -0.2 0.2 -0.205
N -0.168 2.695 -1.064 0.0 0.2 -0.1 0.124
C 0.934 2.787 -0.252 0.2 0.0 0.4 -0.205
C 0.977 2.094 0.908 -0.5 0.0 -0.1 -0.031
C 2.109 2.137 1.836 0.4 0.4 -0.2 -0.430
O 3.129 2.780 1.712 0.1 -0.2 0.2 0.089
O 1.879 1.346 2.904 -0.3 -0.1 -0.1 -0.013
C 2.922 1.234 3.867 0.5 0.0 0.3 -0.204
C 3.864 0.090 3.521 -0.3 0.3 -0.1 -0.052
H 3.312 -0.845 3.464 0.0 -0.1 0.0 0.072
H 4.340 0.280 2.562 0.1 0.0 -0.1 0.079
H 4.632 0.003 4.285 0.1 0.0 0.1 0.077
H 2.418 1.052 4.819 0.0 0.1 -0.1 0.126
H 3.471 2.181 3.908 -0.2 -0.2 0.1 0.120
C -0.128 1.132 1.281 0.1 0.0 0.0 -0.080
C 0.380 -0.306 1.220 -0.3 0.2 0.4 -0.417
O -0.167 -1.253 1.717 0.1 -0.2 0.1 0.157
O 1.500 -0.410 0.494 0.4 0.0 -0.2 0.002
C 2.007 -1.730 0.362 0.0 -0.4 0.3 -0.046
H 2.278 -2.129 1.346 -0.1 0.0 -0.2 0.139
C 0.981 -2.703 -0.224 0.5 0.1 0.2 -0.415
O 0.888 -3.832 0.208 0.1 -0.1 0.1 0.093
N 0.166 -2.239 -1.203 -0.4 -0.1 0.1 0.070
C 0.246 -1.136 -2.055 0.0 0.4 -0.5 -0.141
C 1.312 -0.301 -2.346 0.0 0.0 0.0 0.002
C 1.145 0.667 -3.328 0.0 0.0 0.0 -0.092
C -0.044 0.796 -4.021 0.0 0.1 -0.1 -0.108
C -1.112 -0.047 -3.733 0.2 0.0 0.0 -0.046
C -0.962 -0.999 -2.751 0.1 -0.1 0.1 -0.149
C -1.942 -2.017 -2.261 -0.1 0.0 0.2 -0.053
H -2.508 -2.483 -3.065 0.0 -0.1 0.0 0.126
H -2.646 -1.539 -1.574 0.0 -0.1 0.0 0.105
C -1.036 -3.022 -1.537 -0.2 -0.6 -0.1 -0.276
C -0.664 -4.202 -2.430 0.0 0.1 0.2 -0.027
H 0.040 -4.847 -1.912 0.0 -0.1 0.0 0.074
H -1.554 -4.778 -2.672 -0.1 -0.1 -0.1 0.082
H -0.211 -3.846 -3.354 0.0 0.0 -0.1 0.089
H -1.463 -3.392 -0.602 0.0 0.1 -0.1 0.150
H -2.042 0.031 -4.276 -0.1 0.0 -0.1 0.120
H -0.140 1.542 -4.796 0.0 0.1 -0.1 0.102
H 1.976 1.314 -3.566 0.1 0.1 0.0 0.101
H 2.263 -0.381 -1.851 0.1 0.0 0.1 0.104
H 2.902 -1.665 -0.259 -0.1 0.0 0.0 0.136
H -0.454 1.294 2.316 0.1 -0.1 -0.2 0.162
C 1.983 3.716 -0.766 0.2 0.0 0.1 0.010
H 2.848 3.708 -0.112 0.0 0.0 -0.1 0.070
H 1.588 4.730 -0.821 -0.1 0.1 0.0 0.096
H 2.282 3.410 -1.767 0.0 0.0 -0.1 0.083
H -0.179 3.247 -1.908 0.0 -0.1 0.1 0.152
C -2.446 2.228 -1.678 -0.1 -0.1 0.0 0.009
H -2.803 3.251 -1.550 0.0 0.1 0.0 0.097
H -3.257 1.539 -1.474 0.0 0.0 -0.1 0.076
H -2.125 2.101 -2.709 0.0 0.0 -0.1 0.066
H -2.268 -2.317 2.524 0.0 -0.1 0.1 0.070
H -3.435 -2.285 1.198 0.0 -0.1 -0.1 0.067
H -3.971 -2.726 2.826 -0.1 -0.1 0.1 0.077
```
Forces are in eV/Å.

(2)
Density functional theory data (ωB97M-V/def2-TZVPD) for a molecular structure, C25H30N4O3S in a non-equilibrium geometry.

Summary:
Multiplicity: 1
HOMO level, eV: -6.809
Gap between HOMO and LUMO, eV: 7.073
Energy above the lowest of the compared OMol25 structures with the same formula, charge and spin, kcal/mol: 519.3

```
63
Properties=species:S:1:pos:R:3:forces:R:3:lowdin_charge:R:1
C 8.148 0.494 1.098 0.5 -2.9 -5.3 -0.130
C 7.122 0.493 2.031 -4.8 1.4 1.6 -0.120
H 6.852 1.623 2.255 -0.2 -2.7 -0.2 0.164
H 7.306 -0.069 2.915 -0.1 -0.4 0.7 0.102
O 5.839 -0.356 1.392 2.0 1.7 1.8 -0.001
C 4.933 0.447 0.800 0.2 -4.3 -0.7 -0.537
O 5.073 1.574 0.628 1.1 7.0 -0.3 0.157
C 3.847 -0.230 0.162 -1.1 -1.7 0.7 -0.102
C 2.771 0.213 -0.618 1.7 -4.0 2.8 -0.199
N 2.728 1.427 -0.999 -9.9 3.6 -2.1 0.128
C 1.496 2.303 -1.412 0.9 -7.2 4.5 -0.787
N 0.267 1.897 -0.950 8.3 -5.6 7.4 -0.134
C -0.841 2.136 -1.512 -6.3 3.6 12.6 -0.263
C -1.956 1.383 -1.155 -4.6 -1.1 -3.8 -0.302
N -2.126 0.990 0.098 -0.4 -2.3 9.5 -0.059
C -3.394 0.326 0.707 3.3 -0.3 -4.0 -0.034
C -3.337 -1.163 0.924 -6.1 6.9 1.0 0.073
C -4.607 -1.652 1.297 4.5 11.5 -3.1 -0.047
C -5.625 -0.741 1.194 -5.9 -6.9 4.1 -0.097
C -5.730 0.561 1.104 4.4 1.3 -3.5 -0.382
C -4.537 1.125 0.573 0.3 1.9 3.7 -0.170
C -4.555 2.707 0.594 4.4 -1.0 -6.7 -0.040
H -3.414 3.071 0.538 -2.5 -0.8 0.5 0.077
H -5.075 3.180 1.376 -1.0 0.4 0.5 0.028
H -4.860 3.049 -0.773 0.3 -0.6 4.5 0.187
C -6.883 1.336 1.046 -7.1 1.0 1.3 -0.102
H -7.812 0.476 1.210 2.1 2.8 -0.8 0.147
H -7.083 2.037 0.104 0.6 -1.8 2.0 0.128
H -7.006 1.991 1.991 0.2 -0.7 -1.5 0.108
H -6.633 -1.360 1.584 2.0 1.9 -1.2 0.166
H -4.590 -2.545 1.388 -1.3 -11.3 1.6 0.001
H -2.507 -1.624 0.693 4.1 -2.7 -0.7 0.041
C -0.858 0.474 0.759 -3.5 2.2 -8.5 -0.171
C 0.214 1.325 0.530 1.8 8.4 -0.6 -0.051
H 1.138 0.988 0.945 0.7 -0.1 -0.4 0.106
H 0.021 2.566 1.150 0.3 -3.7 -1.5 0.219
H -0.988 0.233 1.631 -1.8 -1.0 10.0 0.052
H -0.607 -0.477 0.488 0.8 -3.0 -2.3 0.099
H -2.934 1.742 -1.556 0.9 0.5 0.1 0.153
H -1.859 0.505 -1.661 0.4 -3.3 -2.8 0.111
H -0.636 2.440 -2.301 1.5 4.9 -13.5 -0.039
H -1.267 3.333 -0.663 0.6 -1.5 -2.0 0.204
S 1.600 3.167 -2.622 1.3 5.5 -6.0 0.877
H 3.506 1.855 -1.046 6.7 4.4 -0.4 0.030
C 1.901 -0.890 -0.864 13.3 0.3 11.5 -0.175
C 1.041 -1.228 -1.602 -11.4 -6.8 -7.3 0.009
C 0.396 -2.535 -1.583 3.4 0.7 1.5 -0.192
C 1.005 -3.629 -0.850 -6.7 2.5 -5.1 -0.021
C 2.038 -3.210 -0.235 6.5 -4.2 6.1 -0.116
C 2.454 -1.972 -0.035 3.7 3.2 -0.4 -0.115
N 3.728 -1.547 0.503 -3.4 -1.6 -1.2 0.134
H 4.372 -2.097 1.044 0.0 0.2 -0.1 0.145
H 2.633 -4.067 0.312 -0.8 1.8 -0.8 0.166
H 0.490 -4.545 -0.821 0.1 -1.2 0.1 0.100
O -0.688 -2.607 -2.286 -1.3 4.0 -0.6 -0.065
C -1.409 -3.688 -2.281 -2.5 -5.1 -7.6 -0.180
H -2.323 -3.688 -3.224 2.3 0.8 3.0 0.169
H -1.899 -4.113 -1.460 -0.2 -0.2 1.9 0.064
H -0.768 -4.454 -2.897 -1.0 0.2 1.7 0.123
H 0.608 -0.389 -1.898 -3.1 2.8 -3.2 0.098
H 9.040 0.894 1.353 2.7 1.4 1.5 0.055
H 7.846 1.037 0.218 -0.2 0.4 -0.4 0.092
H 8.392 -0.521 0.665 -0.3 0.7 0.7 0.119
```
Forces are in eV/Å.

Per-record LUMO, eV: 0.5559 0.2637